--- P ---
Below is C3H3NS2 in the gas phase, with properties calculated with ωB97M-V/def2-TZVPD.

## Properties
* spin multiplicity: 1
* gap between HOMO and LUMO (alpha / beta): 6.81 / 6.82 eV

Element x y z (Å)
C (0.42, 0.74, -0.06)
C (-0.89, 0.42, 0.13)
C (0.35, -1.70, -0.08)
N (1.22, -0.38, -0.15)
S (2.83, -0.45, 0.05)
S (-1.23, -1.24, 0.04)
H (0.96, 1.73, -0.35)
H (-1.64, 1.04, 0.07)
H (0.86, -2.60, -0.49)

Atom charges from the Mulliken analysis, given in e for atoms 1 to 4: -0.24, -0.40, -0.16, 0.00

---

--- Q ---
Below is C3H3NS2 in the gas phase, with properties calculated with ωB97M-V/def2-TZVPD.

## Properties
* spin multiplicity: 1
* structure (SMILES): N#CCSC=S
* gap between HOMO and LUMO: 8.59 eV

Element x y z (Å)
N (2.32, -1.20, -0.81)
C (1.47, -0.63, -0.17)
C (0.68, 0.23, 0.75)
S (-0.35, 1.34, -0.31)
C (-1.68, 0.23, -0.69)
S (-1.76, -1.25, 0.00)
H (0.13, -0.16, 1.62)
H (1.58, 0.97, 1.09)
H (-2.40, 0.48, -1.47)

Atom charges from the Mulliken analysis, given in e for atoms 1 to 4: -0.43, 0.41, -0.63, 0.02

---

Energy comparison, zero being the most stable, in hartree: P 0.0442; Q 0.0000.

---

--- P ---
Below is CH3N3S2 in the gas phase, with properties calculated with ωB97M-V/def2-TZVPD.

## Properties
* spin multiplicity: 1
* gap between HOMO and LUMO: 8.83 eV

Element x y z (Å)
C (-0.40, -1.44, -1.14)
N (-1.03, -0.40, -1.02)
N (-1.25, -0.13, 0.92)
N (-0.24, 0.68, 1.24)
S (0.09, -2.56, 0.21)
S (-1.34, -1.68, 1.43)
H (0.02, -1.83, -2.05)
H (0.70, 0.43, 0.93)
H (-0.47, 1.65, 1.08)

Atom charges from the Mulliken analysis, given in e for atoms 1 to 4: 0.03, -0.43, -0.16, -0.27

---

--- Q ---
Below is CH3N3S2 in the gas phase, with properties calculated with ωB97M-V/def2-TZVPD.

## Properties
* spin multiplicity: 1
* structure (SMILES): NN1N=CSS1
* gap between HOMO and LUMO: 9.29 eV

Element x y z (Å)
N (-0.17, -1.09, -1.30)
N (0.00, 0.29, -1.05)
N (-1.02, 0.48, 0.36)
C (-0.25, 0.59, 1.33)
S (1.53, 0.75, 1.20)
S (1.29, 1.24, -0.76)
H (0.35, -1.71, -0.74)
H (-1.10, -1.21, -1.33)
H (-0.64, 0.66, 2.29)

Atom charges from the Mulliken analysis, given in e for atoms 1 to 4: -0.38, -0.09, -0.41, -0.01

---

Energy comparison, zero being the most stable, in hartree: P 0.0000; Q 0.0020.

---

--- P ---
Below is a gas-phase ion, C3H8N5 (charge +1), with properties calculated with ωB97M-V/def2-TZVPD.

## Properties
* total charge: +1
* spin multiplicity: 1
* structure (SMILES): [H]/N=C(/C=C\NN)N=[NH2+]
* gap between HOMO and LUMO (alpha / beta): 8.23 / 8.22 eV

Element x y z (Å)
H (-2.86, -0.60, 0.61)
N (-2.47, -0.73, -0.23)
C (-1.25, -0.33, -0.26)
C (-0.35, -0.30, -1.47)
C (0.97, 0.11, -1.65)
N (1.67, 0.65, -0.62)
N (0.89, 1.13, 0.40)
N (-0.62, 0.06, 1.02)
N (-0.28, -0.85, 1.85)
H (-0.95, -0.90, -2.17)
H (1.42, -0.17, -2.48)
H (2.51, 1.20, -0.74)
H (1.41, 1.20, 1.34)
H (0.38, 1.95, 0.03)
H (-0.34, -1.86, 1.59)
H (-0.12, -0.56, 2.77)

Atom charges from the Mulliken analysis, given in e for atoms 1 to 4: 0.27, -0.53, 0.51, -0.45

---

--- Q ---
Below is a gas-phase ion, C3H8N5 (charge +1), with properties calculated with ωB97M-V/def2-TZVPD.

## Properties
* total charge: +1
* spin multiplicity: 1
* structure (SMILES): CC(C)n1nn[nH+]n1
* gap between HOMO and LUMO: 11.74 eV

Element x y z (Å)
C (-0.91, -1.29, -0.81)
C (-0.01, -0.97, 0.34)
C (-0.76, -0.49, 1.54)
N (0.72, 0.43, -0.22)
N (0.00, 1.53, -0.13)
N (0.64, 2.54, -0.53)
N (1.85, 2.02, -0.76)
N (1.98, 0.73, -0.59)
H (-0.48, -1.41, -1.85)
H (-1.69, -0.58, -1.00)
H (-1.61, -2.15, -0.67)
H (0.78, -1.72, 0.21)
H (-0.27, 0.21, 2.30)
H (-1.11, -1.44, 2.05)
H (-1.67, -0.04, 1.14)
H (2.54, 2.64, -1.02)

Atom charges from the Mulliken analysis, given in e for atoms 1 to 4: -1.43, 0.55, -1.16, 0.76

---

Energy comparison, zero being the most stable, in hartree: P 0.0339; Q 0.0000.

---

--- P ---
Below is C5H8N2O3 in the gas phase, with properties calculated with ωB97M-V/def2-TZVPD.

## Properties
* spin multiplicity: 1
* structure (SMILES): O=CN1C[C@H]2C[N@H+]2[C@]1([O-])O
* gap between HOMO and LUMO: 9.49 eV

Element x y z (Å)
O (-1.93, 2.56, -0.05)
C (-1.19, 1.89, -0.74)
N (-0.58, 0.73, -0.38)
C (0.06, -0.11, -1.37)
C (1.00, -0.99, -0.58)
C (1.88, -0.38, 0.44)
N (0.57, -0.91, 0.81)
C (-0.62, 0.18, 0.99)
O (-0.50, 0.92, 1.97)
O (-1.71, -0.92, 1.09)
H (-0.87, 2.23, -1.74)
H (-0.68, -0.74, -1.90)
H (0.60, 0.50, -2.11)
H (1.23, -1.98, -0.97)
H (2.73, -0.95, 0.80)
H (1.96, 0.71, 0.48)
H (0.07, -1.82, 1.24)
H (-2.01, -0.90, 2.00)

Atom charges from the Mulliken analysis, given in e for atoms 1 to 4: -0.52, 0.03, 0.10, -0.71

---

--- Q ---
Below is C5H8N2O3 in the gas phase, with properties calculated with ωB97M-V/def2-TZVPD.

## Properties
* spin multiplicity: 1
* structure (SMILES): N#C[C@H](NC=O)[C@@H](O)CO
* gap between HOMO and LUMO: 10.66 eV

Element x y z (Å)
N (0.21, 1.58, -1.38)
C (0.68, 0.83, -0.65)
C (1.28, -0.16, 0.27)
N (1.56, -1.39, -0.44)
C (2.29, -2.33, 0.19)
O (2.33, -2.35, 1.42)
C (0.43, -0.41, 1.54)
O (0.31, 0.97, 2.30)
C (-1.02, -0.81, 1.28)
O (-1.84, -0.43, 2.35)
H (2.24, 0.25, 0.62)
H (1.13, -1.63, -1.32)
H (2.55, -3.21, -0.43)
H (0.82, -1.00, 2.38)
H (1.02, 1.01, 2.95)
H (-1.42, -0.37, 0.35)
H (-1.06, -1.90, 1.15)
H (-1.42, 0.43, 2.77)

Atom charges from the Mulliken analysis, given in e for atoms 1 to 4: -0.42, -0.11, 0.33, -0.21

---

Energy comparison, zero being the most stable, in hartree: P 0.0268; Q 0.0000.

---

--- P ---
Below is a molecular structure, C7H14O3, with properties calculated with ωB97M-V/def2-TZVPD.

## Properties
* spin multiplicity: 1
* gap between HOMO and LUMO: 7.61 eV

Element x y z (Å)
C (-1.69, -1.21, 0.07)
C (-0.12, -0.81, -1.28)
C (-2.83, -0.41, -0.51)
O (-1.36, -0.97, 1.29)
H (-0.97, 0.22, 1.33)
H (-1.65, -2.27, -0.22)
H (-2.67, 0.65, -0.34)
H (-2.96, -0.60, -1.58)
H (-0.75, -1.30, -2.02)
H (0.65, -1.50, -0.96)
H (0.27, 0.05, -1.83)
H (-3.75, -0.70, 0.01)
C (1.77, -0.29, 1.66)
C (0.42, 1.24, 0.18)
C (1.72, 0.61, 0.46)
C (2.76, 0.84, -0.34)
O (0.40, 2.17, -0.78)
O (-0.53, 1.29, 1.04)
H (-0.47, 2.60, -0.78)
H (1.46, 0.25, 2.56)
H (2.78, -0.67, 1.81)
H (1.08, -1.13, 1.55)
H (2.69, 1.51, -1.19)
H (3.73, 0.41, -0.12)

Atom charges from the Mulliken analysis, given in e for atoms 1 to 4: 0.02, -1.44, -0.96, -0.66

---

--- Q ---
Below is 3 unconnected molecules or ions with the total composition C7H14O3, with properties calculated with ωB97M-V/def2-TZVPD.

## Properties
* spin multiplicity: 1
* structure (SMILES): CC(=O)C(C)C.C=O.C=O
* gap between HOMO and LUMO: 9.81 eV

Element x y z (Å)
C (-0.70, 1.51, -1.58)
C (-0.61, 0.77, -0.27)
O (0.02, 1.21, 0.67)
C (-1.43, -0.51, -0.16)
C (-2.86, -0.13, 0.27)
C (-0.81, -1.51, 0.81)
H (-0.33, 2.53, -1.47)
H (-0.07, 0.97, -2.30)
H (-1.71, 1.52, -1.97)
H (-1.48, -0.95, -1.16)
H (-3.49, -1.02, 0.33)
H (-3.33, 0.57, -0.42)
H (-2.84, 0.34, 1.26)
H (-0.72, -1.07, 1.80)
H (-1.42, -2.40, 0.88)
H (0.19, -1.79, 0.47)
C (2.75, -0.01, 1.39)
O (3.51, -0.85, 0.80)
H (1.80, -0.35, 1.83)
H (3.07, 0.94, 1.86)
C (2.66, -0.08, -0.76)
O (1.75, -0.66, -1.27)
H (3.67, 0.15, -1.12)
H (2.40, 0.81, 0.10)

Atom charges from the Mulliken analysis, given in e for atoms 1 to 4: -1.33, 0.67, -0.59, 0.73

---

Energy comparison, zero being the most stable, in hartree: P 0.0000; Q 0.0029.

---

--- P ---
Below is 2 unconnected molecules or ions with the total composition C2H6N3O, with properties calculated with ωB97M-V/def2-TZVPD.

## Properties
* total charge: +1
* spin multiplicity: 1
* gap between HOMO and LUMO: 10.15 eV

Element x y z (Å)
C (-1.70, 0.32, -0.18)
C (0.47, 0.26, 0.30)
N (-1.42, -0.70, 0.76)
N (-0.24, -0.69, 1.09)
N (1.54, -0.44, -0.40)
O (-0.45, 0.88, -0.58)
H (-2.28, -0.04, -1.01)
H (-2.17, 1.26, 0.31)
H (0.98, 1.16, 1.71)
H (2.50, -0.19, -0.32)
H (1.38, -0.43, -1.44)
H (1.40, -1.40, -0.25)

Atom charges from the Mulliken analysis, given in e for atoms 1 to 4: -0.18, -0.01, -0.17, -0.18

---

--- Q ---
Below is 2 unconnected molecules or ions with the total composition C2H6N3O, with properties calculated with ωB97M-V/def2-TZVPD.

## Properties
* total charge: +1
* spin multiplicity: 1
* gap between HOMO and LUMO (alpha / beta): 5.07 / 5.07 eV

Element x y z (Å)
C (-2.20, -0.38, -0.58)
C (-0.59, 0.71, 0.18)
N (-1.07, -1.21, -0.48)
N (-0.12, -0.48, 0.04)
N (2.78, 0.27, 0.50)
O (-1.81, 0.91, -0.31)
H (-2.75, -0.48, -1.56)
H (-3.08, -0.68, 0.18)
H (-0.11, 1.40, 0.79)
H (2.20, -0.61, 0.67)
H (3.58, 0.54, 1.03)
H (3.18, 0.02, -0.46)

Atom charges from the Mulliken analysis, given in e for atoms 1 to 4: -0.14, 0.10, -0.08, 0.06

---

Energy comparison, zero being the most stable, in hartree: P 0.0196; Q 0.0000.